No. 1
74
Properties=species:S:1:pos:R:3:mulliken_charge:R:1 method="wB97M-V/def2-TZVPD" orbital_gap_ev=6.75 lumo_energy_ev=-2.81 homo_energy_ev=-9.55
C 6.781 -1.156 2.322 -0.6518
O 5.716 -0.365 1.662 -0.2807
C 5.593 -0.793 0.259 -0.4104
C 3.990 -0.832 -0.102 -0.7090
C 3.305 0.657 -0.300 -0.0736
C 1.778 0.413 -0.882 -0.9081
C 0.715 1.609 -0.511 0.0340
C 0.062 1.479 1.009 -0.0421
C -1.598 1.285 0.962 -0.3066
C -2.028 -0.322 1.140 -0.7994
C -3.691 -0.520 1.110 1.1563
F -4.208 0.813 0.664 -0.2308
F -4.031 -0.820 2.552 -0.2935
C -3.972 -1.750 0.084 0.5449
F -3.291 -2.963 0.673 -0.2237
F -3.334 -1.564 -1.273 -0.2189
S -5.740 -2.225 -0.225 1.0694
F -5.842 -0.968 -1.437 -0.3057
F -5.179 -3.265 -1.511 -0.3262
F -5.636 -3.492 0.939 -0.2987
F -6.405 -1.105 0.877 -0.2873
F -7.343 -2.729 -0.593 -0.2930
O 0.729 0.465 1.848 -0.1897
C 0.556 0.777 3.287 0.1445
O 0.818 -0.146 4.216 -0.5265
H 7.693 -1.368 1.582 0.2882
H 6.349 -2.167 2.771 0.2484
H 7.223 -0.497 3.212 0.2030
H 6.017 -1.891 0.152 0.3580
H 6.157 -0.065 -0.467 0.2022
H 3.379 -1.400 0.736 0.2230
H 3.862 -1.458 -1.107 0.3299
H 3.880 1.307 -1.102 0.3035
H 3.256 1.263 0.700 0.1183
H 1.363 -0.625 -0.523 0.2958
H 1.893 0.370 -2.068 0.3860
H -0.145 1.561 -1.319 0.0473
H 1.230 2.673 -0.603 -0.0201
H 0.263 2.534 1.525 0.4438
H -2.016 1.909 1.879 0.3674
H -1.932 1.733 -0.067 -0.0352
H -1.471 -1.030 0.393 0.2133
H -1.618 -0.612 2.224 0.1963
H 0.149 1.834 3.603 0.3029
O 3.128 2.975 -1.706 -0.5148
C 3.727 3.928 -1.236 0.6817
O 5.064 4.157 -1.414 -0.3162
C 5.335 5.415 -0.829 -0.4857
C 4.224 5.561 0.153 0.3007
F 3.883 6.860 0.306 -0.2902
O 3.149 4.889 -0.463 -0.2981
H 5.319 6.187 -1.606 0.3044
H 6.318 5.420 -0.350 0.2657
H 4.427 5.110 1.131 0.3065
O 0.736 -5.250 -1.126 -0.5394
C 0.002 -5.666 -0.246 0.6406
O -0.645 -6.871 -0.291 -0.3081
C -1.278 -7.031 0.963 -0.4128
C -1.414 -5.625 1.439 0.6451
F -1.338 -5.563 2.787 -0.3193
O -0.280 -4.984 0.900 -0.2544
H -0.642 -7.639 1.615 0.2683
H -2.245 -7.528 0.853 0.2834
H -2.322 -5.120 1.093 0.0191
O -6.097 4.773 -2.584 -0.5462
C -5.514 3.725 -2.809 0.5600
O -5.854 2.858 -3.810 -0.2986
C -4.865 1.848 -3.817 -0.4236
C -4.331 1.909 -2.427 0.6378
F -3.021 1.576 -2.398 -0.2990
O -4.450 3.272 -2.088 -0.2888
H -4.108 2.086 -4.572 0.2929
H -5.301 0.874 -4.053 0.2848
H -4.886 1.300 -1.706 0.0591

No. 2
23
Properties=species:S:1:pos:R:3:nbo_charge:R:1 method="wB97M-V/def2-TZVPD" orbital_gap_ev=9.78 lumo_energy_ev=-0.22 homo_energy_ev=-10.00
C -0.409 0.035 2.013 -0.4466
C 0.954 -0.442 1.484 0.0433
C -0.334 -1.160 -0.043 -0.0101
C -1.300 -0.342 0.834 -0.4951
C 1.360 0.441 0.286 -0.4031
C 0.525 -0.163 -0.820 0.3084
C 1.083 -0.554 -2.144 -0.6953
N -0.725 1.321 -1.279 -0.9210
O -1.621 2.304 0.826 -0.9417
O -3.129 0.977 -0.600 -0.9515
O 0.619 -1.676 0.864 -0.4888
S -1.820 1.189 -0.051 2.2781
I 3.488 0.345 -0.055 0.1100
H -0.672 -0.515 2.917 0.2340
H -0.459 1.105 2.212 0.2651
H 1.720 -0.591 2.242 0.2295
H -0.778 -1.956 -0.633 0.2269
H -2.217 -0.864 1.090 0.2668
H 1.146 1.497 0.428 0.2761
H 1.502 0.312 -2.652 0.2485
H 0.319 -1.008 -2.768 0.2273
H 1.882 -1.284 -1.996 0.2546
H -1.135 1.028 -2.153 0.3849

No. 3
123
Properties=species:S:1:pos:R:3:mulliken_charge:R:1 method="wB97M-V/def2-TZVPD" multiplicity=3 orbital_gap_ev="4.96 / 6.93" lumo_energy_ev="2.49 / 2.48" homo_energy_ev="-2.47 / -4.45" charge=-1
Ti 0.408 0.653 0.857 -1.6430
O 4.577 0.061 1.496 -0.8801
S 3.190 -0.236 1.753 1.9984
O 2.817 -1.580 1.369 -0.5997
O 2.300 0.728 1.035 -0.4278
C 3.061 -0.057 3.520 -0.4818
C 4.301 -0.023 4.167 -0.9068
C 4.408 0.104 5.534 -0.6325
C 3.260 0.214 6.315 -0.7702
C 2.029 0.183 5.695 -0.9922
C 1.910 0.054 4.317 0.0473
S 0.237 -0.110 3.764 1.1396
O -0.376 -1.090 4.625 -0.6920
O -0.413 1.175 3.843 -0.6407
O 0.311 -0.573 2.334 -1.0509
H 5.180 -0.113 3.548 0.6104
H 5.385 0.110 5.998 0.4118
H 3.339 0.314 7.388 0.4235
H 1.110 0.240 6.264 0.5190
C -4.827 1.282 2.164 -1.7592
C -3.306 1.408 2.282 0.8959
C -2.954 2.828 2.737 -0.9935
P -2.235 0.845 0.818 2.4293
C -3.491 -0.246 -0.065 0.0389
C -3.077 -0.515 -1.508 -2.4246
C -3.631 -1.568 0.682 -1.1877
C -2.193 2.175 -0.427 -0.5054
C -3.327 2.914 -0.745 -0.0184
C -3.347 3.873 -1.743 0.9024
C -4.601 4.639 -2.080 -1.8965
C -2.155 4.092 -2.431 -1.0201
C -1.016 3.371 -2.147 -0.4002
C -0.984 2.369 -1.148 -0.1727
N 0.136 1.598 -0.909 1.4309
C 1.179 1.750 -1.880 -1.2156
C 1.054 1.036 -3.087 0.6998
C -0.136 0.148 -3.308 -1.6745
C 2.015 1.156 -4.083 -0.6950
C 3.119 1.977 -3.928 0.6054
C 4.167 2.097 -5.004 -1.7035
C 3.219 2.707 -2.755 -1.1311
C 2.267 2.633 -1.742 1.3062
C 2.433 3.553 -0.565 -1.2299
H -5.264 1.552 3.128 0.5363
H -5.158 0.271 1.929 0.3349
H -5.235 1.967 1.419 0.2159
H -2.975 0.730 3.076 0.3942
H -3.009 3.538 1.912 0.2259
H -1.948 2.836 3.146 -0.0864
H -3.645 3.142 3.525 0.5537
H -4.441 0.292 -0.076 1.2413
H -2.093 -0.986 -1.529 -0.2335
H -3.042 0.407 -2.086 0.7150
H -3.793 -1.193 -1.983 0.9117
H -2.685 -2.104 0.624 -0.9922
H -4.408 -2.194 0.235 0.6278
H -3.876 -1.421 1.736 0.5204
H -4.242 2.723 -0.194 -0.0436
H -5.421 4.340 -1.426 0.3723
H -4.906 4.454 -3.114 0.3208
H -4.447 5.714 -1.967 0.3465
H -2.117 4.849 -3.209 0.3392
H -0.111 3.586 -2.701 0.3732
H -0.179 -0.615 -2.531 -0.2685
H -0.076 -0.337 -4.282 0.7893
H -1.059 0.728 -3.262 0.8489
H 1.890 0.595 -5.004 0.1420
H 3.905 1.485 -5.866 0.3755
H 5.140 1.771 -4.631 0.3235
H 4.268 3.133 -5.333 0.3374
H 4.063 3.377 -2.620 0.3472
H 3.164 4.328 -0.796 0.6088
H 2.794 2.999 0.296 -0.0109
H 1.484 4.025 -0.311 0.1569
C -1.534 -2.497 -3.499 -1.4392
Si -0.946 -3.254 -1.832 0.6954
C -2.619 -3.875 -1.118 -1.3657
C -0.157 -4.908 -2.424 -1.3167
As 0.319 -1.757 -0.269 1.0837
Si 2.326 -2.226 -1.540 1.0914
C 1.785 -2.383 -3.385 -0.8212
C 3.061 -3.947 -1.172 -1.2299
C 3.735 -1.010 -1.885 -1.4091
Si 0.224 -3.475 1.474 1.0497
C -1.435 -3.337 2.412 -0.8860
C 1.502 -3.785 2.852 -1.4540
C 0.070 -5.253 0.756 -1.4668
H -2.103 -3.251 -4.047 0.6039
H -0.697 -2.188 -4.126 0.3797
H -2.180 -1.630 -3.356 0.3126
H -2.910 -4.804 -1.613 0.6105
H -3.414 -3.146 -1.280 0.5481
H -2.557 -4.072 -0.047 0.2193
H -0.761 -5.313 -3.238 0.4670
H -0.131 -5.648 -1.627 0.4553
H 0.862 -4.785 -2.789 0.3509
H 1.008 -3.126 -3.559 0.2719
H 2.654 -2.665 -3.984 0.6234
H 1.427 -1.424 -3.763 -0.2793
H 2.291 -4.719 -1.197 0.2011
H 3.522 -3.956 -0.184 0.2722
H 3.824 -4.202 -1.911 0.4215
H 3.361 -0.080 -2.316 0.3131
H 4.417 -1.466 -2.607 0.4739
H 4.309 -0.761 -1.010 0.3501
H -1.681 -2.301 2.631 -0.2970
H -1.316 -3.831 3.378 0.5686
H -2.275 -3.801 1.893 0.6489
H 1.277 -3.148 3.702 0.3176
H 2.518 -3.576 2.534 0.2468
H 1.456 -4.822 3.189 0.5236
H -0.820 -5.372 0.138 0.3357
H -0.012 -5.954 1.590 0.5462
H 0.940 -5.540 0.163 0.4293
N -0.735 5.546 2.412 -0.8032
N 0.137 4.524 2.096 0.4455
N 1.148 4.175 2.939 -1.1324
C 1.357 2.939 2.611 -0.3497
N 0.495 2.465 1.672 1.8128
N -0.317 3.477 1.359 -0.2815
H -0.179 6.347 2.674 0.2542
H -1.322 5.280 3.202 0.2073
H 2.153 2.361 3.045 0.3642

No. 4
81
Properties=species:S:1:pos:R:3:mulliken_charge:R:1 method="wB97M-V/def2-TZVPD" multiplicity=2 orbital_gap_ev="6.54 / 6.83" lumo_energy_ev="-6.69 / -6.56" homo_energy_ev="-13.23 / -13.39" charge=+2
Ti 0.093 -0.820 -2.285 -0.6446
P -2.263 0.230 -2.534 1.1311
C -2.252 1.025 -4.197 -1.3144
C -0.858 1.109 -4.741 0.4974
N 0.227 0.645 -4.055 0.4140
C 1.418 1.256 -4.288 0.4469
C 1.562 2.155 -5.339 -0.8529
C 0.491 2.523 -6.137 -0.6355
C -0.726 1.947 -5.835 -0.7923
C 2.653 1.012 -3.427 -1.0077
P 2.517 -0.523 -2.397 0.8157
H -1.645 2.208 -6.347 0.4774
H 2.533 2.589 -5.508 0.5059
H 0.584 3.251 -6.936 0.4632
H 3.486 0.850 -4.136 0.5829
H 2.941 1.871 -2.771 0.4527
H -2.960 0.705 -4.956 0.6077
H -2.609 2.085 -4.033 0.4619
H -1.944 -3.991 -6.150 0.3026
O -2.794 -3.773 -6.564 -0.6160
H -2.602 -3.024 -7.159 0.3158
H -0.155 -1.012 -0.339 0.4931
O 0.301 -2.598 -1.906 -0.4171
H 0.532 -3.541 -2.028 0.1742
C 3.337 -1.735 -3.506 -1.3381
H 4.360 -1.405 -3.745 0.4655
H 3.391 -2.686 -2.953 0.3824
H 2.771 -1.867 -4.445 0.3571
C 3.720 -0.258 -1.076 -1.2302
H 3.633 -1.120 -0.400 0.3531
H 4.739 -0.241 -1.489 0.4849
H 3.517 0.675 -0.531 0.3554
C -2.891 1.723 -1.650 -1.1303
H -3.902 1.974 -2.005 0.5170
H -2.921 1.559 -0.570 -0.0054
H -2.217 2.561 -1.867 0.4797
C -3.653 -0.956 -2.500 -1.2784
H -3.776 -1.258 -1.449 0.3415
H -4.578 -0.473 -2.847 0.4455
H -3.445 -1.861 -3.096 0.3990
C 3.437 0.078 2.988 -0.7282
Si 1.901 1.102 3.385 0.3034
C 1.739 1.374 5.246 -0.9433
C 1.995 2.760 2.478 -0.9677
Si 0.001 -0.045 2.629 0.3296
Te 0.160 0.658 -0.051 -0.5604
Si 0.020 -2.305 3.273 0.5422
C 0.119 -2.379 5.159 -0.9563
C -1.565 -3.119 2.651 -0.9734
C 1.511 -3.153 2.488 -0.8653
Si -1.964 1.070 3.244 0.2885
C -2.125 1.053 5.124 -0.9631
C -1.852 2.847 2.608 -0.9037
C -3.435 0.205 2.437 -0.6896
H 4.327 0.674 3.243 0.3872
H 3.498 -0.188 1.923 -0.0083
H 3.470 -0.848 3.579 0.2839
H 2.663 1.859 5.598 0.3812
H 0.894 2.030 5.493 0.2654
H 1.617 0.429 5.792 0.2710
H 1.973 2.635 1.385 0.2348
H 1.176 3.434 2.763 0.2454
H 2.947 3.242 2.754 0.3952
H -0.747 -1.901 5.638 0.2738
H 0.138 -3.436 5.468 0.3993
H 1.030 -1.898 5.544 0.2682
H -1.685 -2.969 1.569 0.2446
H -1.509 -4.201 2.841 0.3950
H -2.459 -2.731 3.157 0.2707
H 1.505 -3.033 1.395 0.1239
H 2.464 -2.767 2.872 0.2887
H 1.464 -4.230 2.711 0.4135
H -1.287 1.560 5.621 0.2475
H -3.052 1.584 5.390 0.3910
H -2.192 0.031 5.520 0.2954
H -1.672 2.890 1.524 0.2375
H -2.812 3.344 2.817 0.3950
H -1.059 3.415 3.113 0.2654
H -3.305 0.093 1.351 -0.0896
H -3.609 -0.792 2.865 0.3368
H -4.336 0.812 2.614 0.4143